# 1
Computed, not measured: a structure of composition C41H39BrN8O7P2Sr, with ωB97M-V/def2-TZVPD.

Summary:
Kohn-Sham gap = 6.50 eV
Charge = -2
LUMO energy = 3.98 eV
DFT total energy = -5838.236693 Eh

Last column: Mulliken charge in e.
Geometry (Å):
1 Sr 0.369 1.128 0.302  1.412
2 Br -2.097 2.243 -4.255  -0.189
3 P 2.408 -1.927 0.377  2.139
4 P -2.975 1.450 0.119  1.918
5 O -2.470 -1.149 2.305  -0.831
6 O 1.302 3.321 -0.273  -0.483
7 O -0.349 -0.871 1.651  0.250
8 O 2.021 5.364 -0.903  -0.779
9 O -0.022 3.900 2.667  -0.752
10 O 3.103 0.380 -3.327  -0.798
11 O 2.160 0.395 -1.300  -0.315
12 N 2.131 1.786 2.328  -0.200
13 N -1.016 1.861 2.693  -0.127
14 N -5.312 2.045 1.546  0.142
15 N -5.582 0.521 -0.357  0.163
16 N -0.564 -0.557 -1.661  1.218
17 N -0.762 -4.749 -4.980  -0.626
18 N -5.211 2.927 -0.740  0.102
19 N -0.489 3.557 -2.428  -0.025
20 C -4.165 0.130 -0.436  -1.467
21 C -5.950 0.845 1.022  -0.947
22 C 5.338 -0.900 -2.365  -0.751
23 C 6.346 -1.801 -2.086  -0.543
24 C 3.958 -1.842 -0.629  0.216
25 C 1.338 2.184 3.510  -0.878
26 C 3.054 0.081 -2.126  -0.181
27 C 4.383 -1.589 2.432  -0.666
28 C -1.162 0.582 3.356  -0.695
29 C -1.368 -0.576 2.364  0.373
30 C 1.100 -6.275 -0.598  -0.688
31 C -2.209 4.942 -3.363  -0.396
32 C 6.154 -2.768 -1.103  -0.740
33 C 1.818 -4.078 -1.262  -0.602
34 C -0.068 -1.529 -3.781  -0.835
35 C -5.594 3.159 0.652  -0.982
36 C 4.966 -2.788 -0.398  -0.486
37 C -0.689 -2.705 -3.384  0.702
38 C -5.852 1.692 -1.188  -0.979
39 C 3.829 -1.619 4.777  -0.655
40 C 2.005 -3.703 0.072  0.237
41 C -3.863 1.843 1.706  -1.210
42 C -1.160 -1.691 -1.286  -0.393
43 C 2.512 -1.919 4.450  -0.864
44 C 4.138 -0.901 -1.648  -0.056
45 C -0.729 -3.843 -4.273  -0.155
46 C 4.759 -1.444 3.763  -0.667
47 C -0.023 4.612 -1.742  0.592
48 C 1.373 -5.347 -1.596  -0.628
49 C -0.640 5.857 -1.807  -0.670
50 C 1.230 4.416 -0.883  -0.032
51 C 1.283 -5.917 0.729  -0.544
52 C -3.747 2.825 -0.873  -1.063
53 C -1.248 -2.796 -2.117  -0.859
54 C -0.018 2.691 2.976  0.485
55 C -1.756 6.014 -2.607  -0.366
56 C 1.728 -4.642 1.062  -0.420
57 C 2.131 -2.045 3.123  -0.332
58 C -0.027 -0.477 -2.879  -0.963
59 C -1.513 3.756 -3.219  0.138
60 C 3.070 -1.908 2.091  0.549
61 H 1.766 -2.020 5.229  0.369
62 H -6.672 3.352 0.672  0.320
63 H 1.227 -5.608 -2.638  0.441
64 H -2.045 0.592 4.008  0.339
65 H 7.273 -1.770 -2.648  0.370
66 H 1.855 -4.382 2.104  0.284
67 H -7.034 0.994 1.051  0.284
68 H -3.515 2.670 -1.926  -0.063
69 H 1.264 1.315 4.162  0.340
70 H 2.332 2.599 1.746  0.087
71 H 4.122 -1.498 5.813  0.359
72 H 0.744 -7.265 -0.855  0.354
73 H -1.709 -3.712 -1.775  0.509
74 H 2.021 -3.360 -2.050  0.407
75 H -0.219 6.669 -1.233  0.452
76 H 3.012 1.377 2.613  0.177
77 H 1.087 -2.180 2.867  0.337
78 H 1.072 -6.630 1.517  0.407
79 H -5.071 4.046 1.016  0.394
80 H -3.292 3.774 -0.575  0.447
81 H 4.803 -3.553 0.354  0.457
82 H -6.934 1.860 -1.186  0.297
83 H -3.391 2.724 2.141  0.389
84 H 1.797 3.006 4.067  0.439
85 H -5.686 0.001 1.661  0.413
86 H -5.533 1.481 -2.212  0.382
87 H -3.066 5.010 -4.016  0.393
88 H -1.532 -1.717 -0.266  0.169
89 H 5.783 -1.183 4.003  0.367
90 H 0.493 0.440 -3.124  0.737
91 H -3.995 -0.748 0.193  0.502
92 H -0.306 0.285 3.981  0.147
93 H -2.271 6.966 -2.656  0.379
94 H -3.693 1.012 2.393  0.391
95 H 6.921 -3.505 -0.895  0.394
96 H 5.429 -0.177 -3.164  0.482
97 H 0.399 -1.437 -4.751  0.543
98 H 5.120 -1.431 1.655  0.318
99 H -3.937 -0.145 -1.471  0.387

=====

# 2
Computed, not measured: a structure of composition C41H39CrN4O2P2S, with ωB97M-V/def2-TZVPD.

Summary:
Kohn-Sham gap (spin up / spin down) = 5.75 / 6.14 eV
Charge = +2
LUMO energy (spin up / spin down) = -7.23 / -6.84 eV
DFT total energy = -4080.237136 Eh
Spin multiplicity = 4

Last column: Mulliken charge in e.
Geometry (Å):
1 Cr 0.531 -1.303 -1.482  -0.286
2 S 1.671 2.952 4.305  -0.025
3 P 1.753 0.246 0.037  0.141
4 P -0.843 -0.585 0.330  2.515
5 O -3.751 -0.839 -4.719  -0.653
6 O -0.082 -0.054 -2.753  -0.162
7 N -0.850 -2.345 -2.465  0.539
8 N -1.640 -1.645 -3.313  -1.629
9 N 0.902 -3.254 -0.768  0.825
10 N 0.460 0.082 1.154  0.251
11 C -1.674 1.961 -0.449  -0.431
12 C -1.174 -0.401 -3.400  1.047
13 C -2.002 0.613 -0.333  1.051
14 C -2.957 -1.242 2.011  -0.604
15 C -1.728 -1.639 1.482  0.551
16 C -4.058 1.003 -1.527  -1.010
17 C -1.762 -3.603 2.877  -0.889
18 C -3.177 2.603 -5.581  -0.428
19 C 0.391 0.559 2.550  0.069
20 C 0.032 -5.481 -0.939  -0.932
21 C -1.293 1.874 -4.306  -0.390
22 C -0.071 2.454 4.127  -1.232
23 C 5.855 -1.052 1.616  -0.730
24 C -1.933 2.871 -4.995  -0.829
25 C -0.368 1.861 2.751  0.180
26 C 2.230 1.813 5.591  -0.910
27 C -3.736 2.352 -1.624  -0.646
28 C 3.316 -0.271 0.771  1.358
29 C 4.090 -1.138 -0.005  -0.939
30 C 1.913 -5.032 0.466  -0.834
31 C -3.760 1.362 -5.479  -0.630
32 C 2.198 4.642 -1.131  -0.786
33 C 1.795 2.350 -1.733  -0.408
34 C -3.191 0.131 -0.889  -0.657
35 C -3.585 -2.032 2.962  -0.802
36 C 1.945 1.978 -0.399  1.058
37 C 5.103 -0.172 2.384  -0.963
38 C -3.113 0.334 -4.789  0.349
39 C 2.352 4.272 0.201  -0.955
40 C -1.130 -2.820 1.927  -0.355
41 C -2.993 -3.212 3.391  -0.663
42 C -0.967 -3.596 -2.229  -0.560
43 C 1.828 -3.703 0.084  -0.384
44 C 1.000 -5.935 -0.052  -0.515
45 C -1.860 0.590 -4.189  0.361
46 C 5.354 -1.527 0.413  -0.796
47 C 1.928 3.684 -2.097  -0.731
48 C 0.009 -4.144 -1.280  0.877
49 C -2.548 2.828 -1.087  -1.147
50 C 2.236 2.943 0.570  -0.056
51 C 3.846 0.232 1.963  -0.102
52 H -3.690 3.384 -6.129  0.427
53 H 5.948 -2.189 -0.203  0.466
54 H 1.823 3.972 -3.134  0.499
55 H 3.716 -1.498 -0.959  0.434
56 H 2.517 -2.969 0.482  0.406
57 H -0.075 2.584 1.988  0.141
58 H -3.424 -0.321 1.690  0.425
59 H -0.685 3.338 4.288  0.504
60 H 1.040 -6.979 0.225  0.484
61 H -1.295 -4.516 3.223  0.481
62 H 2.575 5.019 0.951  0.521
63 H -0.695 -6.156 -1.370  0.500
64 H 1.651 1.951 6.502  0.354
65 H -1.445 1.697 2.643  0.359
66 H 2.173 0.772 5.271  0.257
67 H -0.162 -3.121 1.551  0.334
68 H 2.299 5.680 -1.416  0.435
69 H -0.058 -0.237 3.149  0.535
70 H -3.488 -3.825 4.131  0.424
71 H 1.567 1.607 -2.485  0.428
72 H -3.195 -1.489 -4.249  0.509
73 H 2.685 -5.341 1.155  0.521
74 H 3.313 0.962 2.558  -0.081
75 H -2.296 3.877 -1.167  0.500
76 H -3.448 -0.921 -0.819  0.529
77 H -0.742 2.339 -0.047  -0.027
78 H 3.268 2.064 5.802  0.379
79 H -0.339 2.058 -3.833  0.368
80 H 2.373 2.673 1.612  0.134
81 H -1.485 3.850 -5.090  0.474
82 H 6.840 -1.352 1.947  0.416
83 H -4.412 3.031 -2.126  0.474
84 H -4.537 -1.722 3.370  0.471
85 H -1.720 -4.211 -2.710  0.455
86 H -0.306 1.748 4.926  0.517
87 H -4.718 1.145 -5.932  0.488
88 H 1.413 0.680 2.902  -0.603
89 H -4.979 0.630 -1.955  0.448
90 H 5.507 0.219 3.308  0.507